[1]
Entry from OMol25: the molecule C12H9Cl2N in a non-equilibrium geometry (wB97M-V/def2-TZVPD).

Summary:
- Orbital gap: 8.431 eV
- Structure (SMILES): C=CC1=C(c2ccc(Cl)c(Cl)c2)C=NC1
- Electronic energy: -1437.72168 Ha
- Strongest force on any atom: 0.095 hartree/bohr
- HOMO energy: -8.64 eV

Last column: Löwdin charge in e.
Element x y z (Å)
1 C -2.28305 -1.27924 -1.41676  0.05
2 C -1.70898 -1.88194 -0.33541  -0.11
3 C -0.27882 -1.76510 0.03195  -0.14
4 C 0.63317 -0.80342 0.21949  -0.13
5 C 0.50398 0.68028 0.26099  -0.13
6 C -0.83082 1.17906 0.47768  0.00
7 C -0.97915 2.54352 0.34192  -0.10
8 C 0.10739 3.42677 0.34567  -0.72
9 Cl -0.19115 5.10293 0.25516  0.70
10 C 1.38919 2.93387 0.28672  -0.63
11 Cl 2.72448 4.05251 -0.04231  0.63
12 C 1.62602 1.53879 0.16091  -0.03
13 C 1.87067 -1.46629 0.50242  -0.07
14 N 1.78103 -2.77429 0.58620  0.07
15 C 0.50103 -3.05204 0.19944  -0.24
16 H -1.51287 -0.66828 -1.90625  0.08
17 H -3.33226 -1.42436 -1.58485  0.06
18 H -2.18613 -2.56844 0.23680  0.07
19 H -1.69124 0.57072 0.29014  0.09
20 H -1.99071 2.95146 0.35226  0.11
21 H 2.62076 1.13883 -0.13324  0.12
22 H 2.80533 -1.19939 0.66037  0.07
23 H 0.04205 -3.73076 0.93924  0.15
24 H 0.38009 -3.50522 -0.72851  0.12


[2]
Entry from OMol25: the ion C12H9Cl2N2O5 with charge -1 in a non-equilibrium geometry (wB97M-V/def2-TZVPD).

Summary:
- Orbital gap: 5.923 eV
- Structure (SMILES): CN1C(=O)C([C@@H]2C(=O)C(Cl)=CC([O-])=C2Cl)C(=O)N(C)C1=O
- Electronic energy: -1868.87025 Ha
- Charge: -1
- Strongest force on any atom: 0.064 hartree/bohr
- HOMO energy: -3.15 eV

Last column: Löwdin charge in e.
Element x y z (Å)
1 C 0.21284 0.72087 3.08179  -0.02
2 N 0.10975 -0.11183 1.89908  0.02
3 C -0.73582 0.39050 0.89046  -0.33
4 O -1.17564 1.53103 1.06503  0.09
5 C -1.12255 -0.44543 -0.33597  -0.10
6 C -0.71647 0.27247 -1.64180  -0.22
7 C 0.79442 0.65938 -1.48898  -0.31
8 O 1.51077 -0.09801 -0.84294  0.06
9 C 1.28317 1.96917 -1.99146  -0.62
10 Cl 2.97511 2.20544 -2.01082  0.68
11 C 0.45667 2.97459 -2.35087  0.01
12 C -1.02145 2.79431 -2.30701  -0.54
13 O -1.74058 3.79519 -2.38423  -0.08
14 C -1.51244 1.46081 -2.01419  -0.68
15 Cl -3.17330 1.28546 -2.09622  0.70
16 C -0.45604 -1.82212 -0.22785  -0.34
17 O -0.72981 -2.71112 -1.03771  0.07
18 N 0.43254 -2.16121 0.81287  0.01
19 C 0.92947 -3.52553 0.81207  -0.02
20 C 0.72455 -1.38163 1.93637  -0.41
21 O 1.40617 -1.76451 2.86545  0.08
22 H 0.86680 0.24937 3.80813  0.08
23 H 0.59740 1.70211 2.81166  0.10
24 H -0.78577 0.83816 3.49945  0.10
25 H -2.18537 -0.58200 -0.33242  0.13
26 H -0.94429 -0.62440 -2.31893  0.17
27 H 0.86092 3.97742 -2.53770  0.12
28 H 1.62763 -3.64403 1.64072  0.08
29 H 0.08421 -4.21105 0.93308  0.10
30 H 1.42709 -3.74339 -0.13707  0.10


[3]
Entry from OMol25: the molecule C12H9NOS in a non-equilibrium geometry (wB97M-V/def2-TZVPD).

Summary:
- Orbital gap: 9.348 eV
- Structure (SMILES): O[C@H](C#Cc1ccccn1)c1cccs1
- Electronic energy: -990.76836 Ha
- Strongest force on any atom: 0.074 hartree/bohr
- HOMO energy: -8.92 eV

Last column: Löwdin charge in e.
Element x y z (Å)
1 O -0.01167 -1.33523 3.07817  -0.03
2 C -0.67992 -1.32389 1.80917  -0.38
3 C 0.23278 -0.79408 0.76977  0.07
4 C 0.88585 -0.31324 -0.16061  0.07
5 C 1.66085 0.10527 -1.28486  -0.34
6 C 2.98776 -0.31930 -1.35316  -0.02
7 C 3.75071 0.07109 -2.47753  -0.06
8 C 3.14662 0.89305 -3.43987  -0.08
9 C 1.80177 1.21877 -3.30239  -0.12
10 N 1.06514 0.81263 -2.23682  0.11
11 C -1.92917 -0.48080 1.90966  -0.48
12 C -3.20456 -0.87288 1.61295  -0.12
13 C -4.18147 0.18363 1.77301  -0.19
14 C -3.62427 1.37576 2.14778  -0.39
15 S -1.90443 1.18296 2.44774  1.01
16 H 0.42773 -0.49967 3.24414  0.08
17 H -0.92112 -2.34976 1.58658  0.15
18 H 3.40448 -0.88085 -0.49958  0.12
19 H 4.82170 -0.22851 -2.58254  0.12
20 H 3.73927 1.25520 -4.27814  0.10
21 H 1.35631 1.92137 -4.00707  0.11
22 H -3.44614 -1.87871 1.28854  0.11
23 H -5.23902 -0.04109 1.59324  0.10
24 H -4.13919 2.29828 2.36182  0.06